1.
Molecular formula: C2H4N2OS
Method: DFT, ωB97M-V/def2-TZVPD

Results
SMILES: [H]/N=C(\N)OC=S
energy relative to the best compared isomer or geometry (same formula, charge and spin): 142.9 kJ/mol
E_tot: -18001.178 eV
HOMO: -8.92 eV

Geometry as ORCA input:
```
! wB97M-V def2-TZVPD RIJCOSX def2/J DEFGRID3
* xyz 0 1
C 0.090 -0.460 -0.142
C -0.855 1.585 0.537
H 1.425 -1.844 -0.837
H 1.832 -0.277 -1.181
H -0.454 -2.078 0.635
H -1.423 0.956 1.230
N 1.066 -0.890 -1.009
N -0.642 -1.105 0.678
O -0.042 0.923 -0.318
S -0.996 3.189 0.408
*
```


2.
Molecular formula: C2H4N2OS
Method: DFT, ωB97M-V/def2-TZVPD

Results
SMILES: [H]/N=C/N(O)C=S
energy relative to the best compared isomer or geometry (same formula, charge and spin): 289.6 kJ/mol
E_tot: -17999.658 eV
HOMO: -9.12 eV

Geometry as ORCA input:
```
! wB97M-V def2-TZVPD RIJCOSX def2/J DEFGRID3
* xyz 0 1
C -0.714 -0.837 -0.209
C 0.775 1.016 -0.650
H 1.012 1.051 1.596
H -0.818 -0.844 -1.321
H -1.884 -2.274 0.152
H 0.537 0.830 -1.714
N 0.170 0.171 0.193
N -1.265 -1.605 0.614
O 0.375 0.282 1.530
S 1.812 2.210 -0.189
*
```


3.
Molecular formula: C2H4N2OS
Method: DFT, ωB97M-V/def2-TZVPD

Results
SMILES: [O-][N+]1=NCCS1
energy relative to the best compared isomer or geometry (same formula, charge and spin): 448.5 kJ/mol
E_tot: -17998.011 eV
HOMO: -9.64 eV

Geometry as ORCA input:
```
! wB97M-V def2-TZVPD RIJCOSX def2/J DEFGRID3
* xyz 0 1
C 0.663 0.638 -0.284
C 0.723 -0.812 0.244
N -0.675 1.123 -0.210
N -1.503 0.239 -0.013
O -2.901 0.509 0.179
S -1.003 -1.404 0.164
H 1.295 1.300 0.317
H 0.988 0.705 -1.328
H 1.369 -1.448 -0.356
H 1.044 -0.852 1.287
*
```


4.
Molecular formula: C2H4N2OS2
Method: DFT, ωB97M-V/def2-TZVPD

Results
SMILES: NC(=O)S/C=N\S
energy relative to the best compared isomer or geometry (same formula, charge and spin): 49.7 kJ/mol
E_tot: -28836.569 eV
HOMO: -8.82 eV

Geometry as ORCA input:
```
! wB97M-V def2-TZVPD RIJCOSX def2/J DEFGRID3
* xyz 0 1
C 1.559 0.038 0.069
C -1.010 0.778 -0.029
H 3.437 -0.697 0.195
H 2.206 -1.888 -0.050
H -0.377 1.673 0.009
H -4.399 0.127 0.037
N 2.511 -0.934 -0.081
N -2.268 0.896 -0.098
O 1.722 1.244 -0.013
S -0.145 -0.717 -0.050
S -3.236 -0.519 0.010
*
```


5.
Molecular formula: C2H4N2P2
Method: DFT, ωB97M-V/def2-TZVPD

Results
SMILES: Pc1cn[nH]p1
energy relative to the best compared isomer or geometry (same formula, charge and spin): 13.7 kJ/mol
E_tot: -23694.780 eV
HOMO: -9.10 eV

Geometry as ORCA input:
```
! wB97M-V def2-TZVPD RIJCOSX def2/J DEFGRID3
* xyz 0 1
C -0.091 -0.830 0.273
C 0.265 0.551 0.175
N -1.361 -1.082 0.269
N -2.003 0.014 0.061
P -1.148 1.484 -0.063
P 2.191 0.969 0.077
H 0.519 -1.629 0.607
H -2.978 0.031 -0.147
H 1.823 0.842 -1.357
H 2.783 -0.351 0.105
*
```


6.
Molecular formula: C2H4N2S
Method: DFT, ωB97M-V/def2-TZVPD

Results
SMILES: C=NNC=S
energy relative to the best compared isomer or geometry (same formula, charge and spin): 149.8 kJ/mol
E_tot: -15952.331 eV
HOMO: -8.73 eV

Geometry as ORCA input:
```
! wB97M-V def2-TZVPD RIJCOSX def2/J DEFGRID3
* xyz 0 1
C -1.370 -0.581 0.516
C 1.093 0.021 -0.617
H -2.285 -0.778 1.024
H -0.883 -1.348 -0.176
H 0.661 1.776 0.330
H 0.809 -1.069 -0.544
N -0.844 0.579 0.736
N 0.343 0.865 0.073
S 2.476 0.533 -1.341
*
```


7.
Molecular formula: C2H4N2S
Method: DFT, ωB97M-V/def2-TZVPD

Results
energy relative to the best compared isomer or geometry (same formula, charge and spin): 337.8 kJ/mol
E_tot: -15950.382 eV
HOMO: -8.74 eV

Geometry as ORCA input:
```
! wB97M-V def2-TZVPD RIJCOSX def2/J DEFGRID3
* xyz 0 1
C 0.616 -0.501 -0.169
C 0.003 0.388 0.961
N -0.664 -0.558 -1.016
N -0.464 1.613 0.528
S -1.576 0.443 0.173
H 1.442 0.189 -0.623
H 1.072 -1.562 0.034
H 0.088 0.226 2.006
H -0.516 -0.238 -1.894
*
```


8.
Molecular formula: C2H4N2S
Method: DFT, ωB97M-V/def2-TZVPD

Results
energy relative to the best compared isomer or geometry (same formula, charge and spin): 509.0 kJ/mol
E_tot: -15948.607 eV
HOMO (spin up / spin down): -10.60 / -9.14 eV

Geometry as ORCA input:
```
! wB97M-V def2-TZVPD RIJCOSX def2/J DEFGRID3
* xyz 0 1
C -1.192 1.194 -1.361
C 0.944 -0.943 -0.094
N -1.955 2.039 -1.573
N -0.276 -0.428 0.415
S -0.168 0.733 1.538
H 1.830 -0.231 -0.142
H 1.376 -1.747 0.653
H 0.831 -1.431 -1.102
H -1.390 0.814 1.667
*
```